{"formula": "C28H40GaN6O2", "method": "ωB97M-V/def2-TZVPD", "elements": ["O", "C", "O", "C", "C", "C", "Ga", "H", "H", "H", "H", "H", "H", "H", "H", "H", "H", "N", "C", "C", "C", "C", "H", "H", "H", "H", "H", "N", "C", "C", "C", "C", "H", "H", "H", "H", "H", "N", "C", "C", "C", "C", "H", "H", "H", "H", "H", "N", "C", "C", "C", "C", "H", "H", "H", "H", "H", "N", "C", "C", "C", "C", "H", "H", "H", "H", "H", "N", "C", "C", "C", "C", "H", "H", "H", "H", "H"], "positions_angstrom": [[3.45614, -0.23554, 5.91652], [2.65854, -0.54606, 4.98908], [1.63319, 0.39439, 4.68953], [2.85150, -1.96487, 4.30012], [2.39197, -2.05496, 2.76208], [2.58891, -0.71272, 1.90144], [4.45126, 0.16247, 2.02701], [2.10345, 1.18886, 4.32755], [2.20408, -2.70928, 4.89703], [3.92865, -2.36271, 4.36977], [1.26262, -2.30998, 2.77330], [2.94783, -2.92290, 2.24464], [2.41258, -1.00146, 0.79519], [1.72829, 0.00579, 2.16266], [4.84199, 0.63641, 3.50325], [4.39529, 1.49589, 1.09272], [5.64436, -0.73650, 1.39489], [-1.84784, -1.27860, 4.37742], [-1.11094, -0.80964, 5.43117], [-1.66257, -1.30589, 6.58754], [-2.77032, -2.10875, 6.21688], [-2.85853, -2.07548, 4.84605], [-1.67288, -1.07062, 3.40799], [-0.26026, -0.16364, 5.26680], [-1.30729, -1.11340, 7.58887], [-3.42941, -2.65136, 6.87924], [-3.55156, -2.54754, 4.16524], [0.03012, 2.38251, 0.79606], [0.36054, 3.35165, -0.11159], [-0.43643, 3.18616, -1.21759], [-1.28351, 2.07885, -0.96534], [-0.97420, 1.60521, 0.28659], [0.45981, 2.26044, 1.69910], [1.13355, 4.07264, 0.10646], [-0.41277, 3.79504, -2.10902], [-2.03611, 1.67333, -1.62589], [-1.38021, 0.78333, 0.85607], [2.37490, 1.66094, -2.93140], [1.77645, 0.90736, -3.90353], [2.36372, 1.22092, -5.10496], [3.35778, 2.19653, -4.84618], [3.34295, 2.44574, -3.49535], [2.13933, 1.64058, -1.95075], [0.98525, 0.21572, -3.65785], [2.10660, 0.79428, -6.06360], [4.01222, 2.66447, -5.56745], [3.93575, 3.11329, -2.88896], [-5.62676, -4.33877, 5.90605], [-6.76351, -4.46915, 6.65812], [-6.79077, -5.74427, 7.16743], [-5.62412, -6.40597, 6.71032], [-4.92385, -5.51313, 5.93671], [-5.34991, -3.50789, 5.40854], [-7.45358, -3.64609, 6.76438], [-7.56389, -6.15481, 7.79991], [-5.32900, -7.42252, 6.92423], [-3.98921, -5.61213, 5.40592], [-4.13425, 4.64581, -3.85034], [-4.34284, 5.44112, -4.94560], [-3.15213, 6.04877, -5.26025], [-2.18819, 5.59895, -4.32355], [-2.82234, 4.73226, -3.46786], [-4.83591, 4.08420, -3.39725], [-5.31784, 5.50680, -5.40398], [-2.99210, 6.73941, -6.07491], [-1.14574, 5.87795, -4.28077], [-2.45489, 4.17188, -2.62108], [3.99851, -0.38888, -8.07864], [2.87667, -1.03544, -8.52247], [3.27749, -2.11343, -9.27327], [4.69417, -2.12075, -9.27755], [5.11085, -1.04667, -8.52992], [4.00431, 0.44120, -7.50761], [1.89246, -0.67293, -8.26773], [2.62348, -2.81913, -9.76369], [5.33780, -2.83320, -9.77205], [6.10030, -0.69408, -8.28186]], "atomic_forces_ev_per_a": [[-3.092, -1.130, -3.285], [3.689, 0.657, 3.357], [1.443, -0.836, -0.957], [-0.973, -0.475, -0.826], [-0.896, 0.252, -0.136], [-1.036, -0.944, -0.303], [0.150, 0.305, -0.498], [-0.284, -0.911, 0.591], [0.909, 1.151, -0.726], [-1.549, 1.358, 0.315], [1.649, 0.107, -0.094], [-0.818, 1.297, 0.946], [0.239, 0.423, 1.587], [1.195, -0.932, -0.326], [-0.158, -0.038, 0.152], [-0.183, 0.073, -0.033], [-0.251, -0.160, 0.143], [-0.051, -0.048, 0.127], [0.033, 0.143, 0.045], [0.124, 0.111, -0.107], [-0.204, -0.138, -0.115], [-0.103, -0.021, -0.005], [0.062, -0.061, 0.176], [-0.179, -0.155, 0.056], [-0.009, -0.016, -0.106], [0.070, 0.012, -0.047], [0.079, 0.022, 0.021], [-0.172, 0.049, -0.113], [0.088, 0.006, 0.070], [0.178, 0.199, 0.017], [-0.145, -0.189, 0.100], [0.055, -0.004, 0.095], [0.033, -0.064, -0.188], [-0.052, -0.083, -0.050], [0.106, -0.078, 0.076], [0.075, 0.003, 0.051], [0.054, 0.053, -0.095], [0.088, -0.024, -0.268], [-0.051, 0.024, 0.124], [-0.145, -0.153, -0.010], [0.146, 0.152, 0.065], [-0.060, 0.019, 0.128], [0.050, 0.006, -0.096], [0.075, 0.066, -0.039], [-0.049, 0.006, 0.103], [-0.039, 0.002, 0.084], [-0.033, -0.090, -0.062], [-0.031, -0.110, 0.064], [-0.066, 0.037, -0.026], [-0.161, 0.196, 0.035], [0.212, -0.019, -0.125], [0.040, -0.024, -0.073], [-0.007, -0.107, 0.140], [0.051, -0.093, 0.006], [0.068, 0.054, -0.050], [-0.008, 0.101, -0.023], [-0.075, 0.004, 0.075], [0.073, 0.036, -0.084], [-0.073, 0.055, -0.041], [-0.236, -0.002, -0.101], [0.068, -0.137, 0.197], [0.022, -0.035, 0.098], [0.146, 0.089, -0.075], [0.102, 0.020, 0.023], [-0.026, -0.070, 0.067], [-0.090, -0.049, 0.003], [-0.072, 0.112, -0.099], [0.012, -0.110, -0.097], [-0.020, 0.066, -0.008], [-0.234, 0.077, 0.053], [0.236, 0.073, 0.043], [0.023, 0.064, -0.016], [-0.005, -0.188, 0.011], [0.080, -0.060, -0.035], [0.047, 0.065, 0.061], [-0.048, 0.065, 0.062], [-0.088, -0.060, -0.027]], "total_energy_ha": -3494.6404, "lumo_ev": 2.14, "charge": -1, "homo_lumo_gap_ev": 7.5, "e_homo_ha": -0.1960}